113
Properties=species:S:1:pos:R:3 method="wB97M-V/def2-TZVPD" homo_lumo_gap_ev="3.800 / 4.813" charge=-2 lumo_ha="0.141 / 0.141" spin_multiplicity=3 fmax_ev_per_a=2.02 de_lowest_ev=1.3976 s2=2.02
Ti -0.992 0.095 -0.305
C 1.700 1.301 -4.762
C 1.423 1.758 -3.359
C 2.189 2.776 -2.750
C 1.764 3.200 -1.486
C 0.744 2.537 -0.858
Br 0.089 3.304 0.764
N 0.052 1.471 -1.353
C 0.384 1.194 -2.670
H 2.657 1.689 -5.108
H 0.916 1.641 -5.438
H 1.723 0.212 -4.804
H 3.028 3.237 -3.246
H 2.215 4.051 -0.996
H -0.239 0.455 -3.163
C -0.969 -5.116 1.955
C -0.595 -4.275 0.729
C 0.595 -4.906 -0.003
C -1.760 -4.131 -0.238
C -2.290 -5.315 -0.719
C -3.174 -5.335 -1.779
C -3.425 -4.140 -2.428
C -2.961 -2.917 -1.971
C -3.297 -1.765 -2.908
C -2.190 -1.585 -3.954
C -3.611 -0.440 -2.232
C -2.204 -2.862 -0.755
N -1.965 -1.700 -0.072
C -1.862 -1.808 1.306
C -1.126 -0.973 2.072
N -0.287 -0.020 1.533
C 0.573 0.628 2.407
C 0.116 1.277 3.585
C 1.033 1.741 4.511
C 2.395 1.651 4.295
C 2.847 1.136 3.092
C 1.969 0.631 2.151
C 2.496 0.002 0.882
C 3.675 0.755 0.261
C 2.861 -1.459 1.163
C -1.348 1.605 3.788
C -1.968 0.871 4.981
C -1.541 3.111 3.996
H -0.162 -5.115 2.686
H -1.170 -6.148 1.675
H -1.862 -4.722 2.438
H -0.280 -3.287 1.071
H 0.293 -5.794 -0.554
H 1.379 -5.187 0.700
H 1.007 -4.193 -0.711
H -1.982 -6.258 -0.283
H -3.607 -6.261 -2.134
H -4.018 -4.165 -3.335
H -4.203 -2.064 -3.455
H -1.247 -1.362 -3.461
H -2.437 -0.768 -4.636
H -2.053 -2.491 -4.542
H -2.710 -0.025 -1.760
H -4.374 -0.585 -1.469
H -3.997 0.273 -2.964
H -2.444 -2.593 1.798
H -1.098 -1.125 3.152
H 0.679 2.195 5.425
H 3.095 2.001 5.042
H 3.909 1.104 2.892
H 1.680 -0.011 0.142
H 4.611 0.551 0.784
H 3.490 1.827 0.278
H 3.795 0.453 -0.779
H 3.692 -1.525 1.867
H 3.131 -1.970 0.240
H 1.997 -1.968 1.589
H -1.889 1.337 2.877
H -1.478 1.181 5.904
H -1.872 -0.210 4.895
H -3.028 1.117 5.059
H -1.170 3.422 4.969
H -2.598 3.359 3.932
H -1.012 3.675 3.235
C 3.537 -6.041 -6.209
C 2.686 -5.788 -7.425
O 3.077 -5.904 -8.587
S 1.021 -5.236 -7.090
C 1.085 -4.392 -5.529
C 1.982 -3.344 -5.294
C 1.918 -2.627 -4.120
C 0.939 -2.903 -3.149
C 0.102 -4.019 -3.366
C 0.180 -4.745 -4.526
C 0.677 -2.028 -2.075
C 0.303 -1.217 -1.237
H 4.538 -6.315 -6.537
H 3.109 -6.853 -5.618
H 3.594 -5.160 -5.572
H 2.697 -3.070 -6.059
H 2.609 -1.809 -3.951
H -0.638 -4.271 -2.624
H -0.490 -5.577 -4.694
C -4.133 0.166 1.625
C -3.685 1.427 0.947
C -4.325 2.640 1.095
C -3.811 3.485 0.103
C -2.888 2.739 -0.600
C -2.262 3.188 -1.890
N -2.765 1.482 -0.067
H -5.188 0.273 1.888
H -3.585 -0.057 2.540
H -4.034 -0.681 0.948
H -5.081 2.876 1.827
H -4.083 4.511 -0.092
H -2.993 3.791 -2.436
H -1.987 2.340 -2.522
H -1.380 3.818 -1.742

119
Properties=species:S:1:pos:R:3 method="wB97M-V/def2-TZVPD" homo_lumo_gap_ev="4.091 / 5.947" charge=-1 lumo_ha="0.088 / 0.060" spin_multiplicity=6 fmax_ev_per_a=1.94 s2=8.79
Ru -0.436 -0.361 -0.163
N 0.761 -1.043 -1.578
S 1.548 -1.911 -2.456
N 2.922 -2.503 -1.813
S 3.933 -1.331 -1.465
N 3.392 -0.020 -0.867
S 2.438 0.306 0.474
N 1.131 -0.240 0.999
C 3.170 1.827 1.157
C 4.323 2.343 0.593
C 4.937 3.442 1.165
C 4.387 4.032 2.292
C 3.219 3.523 2.839
C 2.609 2.415 2.274
C 3.479 -0.832 1.524
C 3.028 -2.139 1.609
C 3.768 -3.103 2.265
C 4.967 -2.759 2.867
C 5.423 -1.456 2.792
C 4.690 -0.497 2.109
C 4.650 -0.847 -2.988
C 4.989 -1.854 -3.903
C 5.580 -1.520 -5.096
C 5.877 -0.187 -5.384
C 5.572 0.806 -4.458
C 4.968 0.490 -3.265
C 5.263 -2.136 -0.640
C 6.395 -1.385 -0.292
C 7.495 -2.018 0.234
C 7.496 -3.402 0.412
C 6.375 -4.146 0.047
C 5.264 -3.525 -0.477
C 0.732 -3.403 -3.054
C 1.466 -4.552 -3.295
C 0.807 -5.699 -3.699
C -0.571 -5.696 -3.840
C -1.293 -4.538 -3.602
C -0.642 -3.379 -3.223
C 1.955 -0.962 -3.913
C 2.199 -1.587 -5.128
C 2.422 -0.808 -6.248
C 2.405 0.575 -6.151
C 2.152 1.189 -4.929
C 1.914 0.422 -3.809
H 4.719 1.864 -0.288
H 5.848 3.839 0.738
H 4.865 4.890 2.744
H 2.785 3.990 3.713
H 1.698 2.002 2.682
H 2.077 -2.397 1.166
H 3.413 -4.122 2.302
H 5.546 -3.505 3.393
H 6.363 -1.183 3.252
H 5.072 0.509 2.037
H 4.750 -2.878 -3.652
H 5.805 -2.291 -5.821
H 6.333 0.073 -6.327
H 5.792 1.840 -4.685
H 4.680 1.239 -2.548
H 6.374 -0.316 -0.443
H 8.369 -1.441 0.507
H 8.364 -3.895 0.823
H 6.376 -5.220 0.183
H 4.375 -4.072 -0.748
H 2.534 -4.530 -3.144
H 1.368 -6.602 -3.894
H -1.087 -6.602 -4.125
H -2.367 -4.528 -3.701
H -1.197 -2.469 -3.048
H 2.194 -2.664 -5.183
H 2.611 -1.279 -7.201
H 2.581 1.178 -7.028
H 2.133 2.266 -4.856
H 1.713 0.874 -2.850
Br -2.093 -0.110 -1.993
Se -0.470 -2.832 0.188
O 0.228 1.477 -0.679
O 1.596 1.569 -0.631
C -3.253 2.671 0.896
C -4.203 1.542 1.305
C -4.935 1.105 0.035
C -5.266 2.015 2.295
P -3.076 0.096 1.940
N -1.741 0.107 1.153
C -2.591 0.423 3.784
C -1.380 -0.459 4.102
C -3.682 0.210 4.829
C -2.098 1.869 3.847
C -4.061 -1.569 1.836
C -3.250 -2.615 2.599
C -4.061 -2.020 0.377
C -5.495 -1.534 2.363
H -3.753 3.359 0.215
H -2.394 2.246 0.372
H -2.891 3.244 1.743
H -5.434 1.972 -0.401
H -5.703 0.366 0.245
H -4.242 0.718 -0.705
H -5.892 2.760 1.802
H -4.848 2.474 3.186
H -5.908 1.189 2.593
H -1.654 -1.484 4.321
H -0.859 -0.067 4.976
H -0.686 -0.455 3.259
H -3.951 -0.839 4.925
H -4.578 0.783 4.607
H -3.305 0.541 5.797
H -1.392 2.042 3.037
H -1.590 2.050 4.796
H -2.916 2.581 3.778
H -2.196 -2.534 2.327
H -3.575 -3.611 2.301
H -3.359 -2.534 3.677
H -3.037 -2.064 0.009
H -4.628 -1.376 -0.282
H -4.474 -3.026 0.310
H -5.557 -1.147 3.376
H -5.882 -2.553 2.372
H -6.145 -0.948 1.717